[1]
C16H13Au2Cl2O3P | ωB97M-V with the def2-TZVPD basis set

The geometry in XYZ format:
```
37
Properties=species:S:1:pos:R:3:forces:R:3:nbo_charge:R:1
Au 3.2347 0.6551 -2.9508 0.7514 -0.0104 2.1962 0.93
Au 1.1897 -0.5185 -1.5200 -0.0030 0.8296 0.6734 0.70
Cl 1.4347 1.8567 -1.8475 -0.5818 0.0614 0.2449 -0.37
Cl 3.8803 -0.6513 -0.8730 -0.5704 0.3699 -0.4957 -0.51
C 0.7561 -2.3765 -1.2118 -0.1580 -5.2515 1.8189 0.47
C 3.1162 1.7925 -4.5313 -1.9045 5.4681 -6.5516 0.45
C 4.7405 -0.2085 -3.8460 5.2639 -4.4275 -2.1970 0.48
O 0.6902 -3.4453 -0.7862 0.0762 3.9682 -1.7772 -0.28
O 2.9358 2.4668 -5.4529 1.0252 -3.1466 4.0726 -0.23
O 5.5771 -0.8367 -4.3017 -2.7075 2.2712 1.3383 -0.21
C 0.2460 1.8719 2.0064 0.7936 0.5677 -0.1508 -0.95
P 0.1775 0.6765 0.6164 -1.2227 0.6453 1.3507 1.11
C 0.1920 -0.8220 1.6492 -2.6524 -0.2350 -0.6578 -0.24
C 1.4224 -1.3635 2.0717 0.8708 -0.3437 0.1662 -0.03
C 1.4285 -2.5081 2.8575 -0.1475 -0.9774 0.6426 -0.20
C 0.2151 -3.1043 3.2178 2.1194 -0.2619 0.2931 -0.05
C -1.0059 -2.5549 2.7911 -1.1377 -0.3174 0.3010 0.10
C -1.0186 -1.4105 1.9986 0.7387 1.7939 -1.1968 -0.24
C -1.4748 1.0377 -0.0943 0.2220 0.6382 -0.0919 -0.38
C -2.1340 2.2600 0.1668 2.5186 -1.6359 1.1209 -0.04
C -3.3371 2.5608 -0.4746 -1.8396 0.2925 -1.0380 0.06
C -3.8386 1.7003 -1.4658 0.1449 -0.8923 -0.6440 -0.16
C -3.1163 0.5558 -1.8329 -2.2007 1.0927 -0.5849 -0.08
C -1.9380 0.2468 -1.1657 1.2011 0.0041 0.8308 0.00
H 1.0933 1.6225 2.6636 -0.1816 0.2149 -0.2547 0.30
H -0.6848 1.7541 2.5850 0.1879 -0.1575 -0.2279 0.29
H 0.3358 2.9130 1.6638 0.1729 -0.2908 0.1655 0.29
H 2.3540 -0.8958 1.7472 -0.0369 -0.1445 0.1921 0.27
H 2.3827 -2.9419 3.1765 -0.4174 0.1383 -0.0322 0.30
H 0.2176 -3.9994 3.8291 -0.0273 -0.0211 0.0244 0.30
H -1.9493 -3.0166 3.0717 0.0905 -0.0832 0.0538 0.28
H -1.9462 -0.9548 1.6384 0.1808 -0.4240 0.3263 0.25
H -1.7096 2.9573 0.8872 -0.2452 -0.0240 -0.1941 0.27
H -3.8950 3.4559 -0.1830 0.1068 -0.2324 -0.1009 0.30
H -4.7859 1.9135 -1.9499 0.0757 0.0904 -0.0020 0.30
H -3.4678 -0.1096 -2.6287 -0.0376 0.3210 0.2703 0.29
H -1.3184 -0.5788 -1.5219 -0.4686 0.1099 0.1153 0.22
```
Forces are in eV/Å.

As for the spin multiplicity: 5. The total energy comes out at -64612.686 eV. The energy relative to the best compared isomer or geometry (same formula, charge and spin) is 0.000 eV. As for the expectation value of S²: 6.053. The LUMO energy (alpha / beta) is -13.58 / -17.07 eV. As for the total charge: +4. As for the highest occupied orbital energy (alpha / beta): -0.7685 / -0.8176 Eh. The gap between HOMO and LUMO (alpha / beta) is 7.334 / 5.175 eV.

[2]
C6H10N2O2 | ωB97M-V with the def2-TZVPD basis set

The geometry in XYZ format:
```
20
Properties=species:S:1:pos:R:3:forces:R:3:nbo_charge:R:1
C -2.4779 -0.6055 -0.7262 -0.1514 -0.1131 -0.0398 -0.62
C -1.3975 0.4394 -0.6743 0.3405 -0.1173 -0.1355 -0.05
N -1.4393 1.4518 0.3655 -0.0730 0.3402 0.2554 -0.58
C -0.3507 0.4823 0.4039 -0.5266 0.1757 -0.6317 -0.04
C -0.3235 -0.5096 1.5433 0.1429 -0.1953 0.0469 -0.62
C 0.9807 0.9872 -0.0817 -0.5917 0.1088 0.5714 0.67
O 1.2891 2.1631 0.0151 0.1407 -1.0605 -0.3678 -0.56
N 1.7663 -0.0003 -0.6951 0.7155 1.3344 -0.2768 -0.57
C 2.9180 -0.2111 -0.2076 -1.4818 -1.2551 1.1082 0.47
O 3.8628 -0.8681 -0.8485 0.5865 -0.7442 0.0330 -0.65
H -2.9011 -0.8032 0.2662 0.1442 0.0863 -0.2272 0.22
H -3.2913 -0.2663 -1.3835 0.1658 -0.1220 0.1945 0.22
H -2.0798 -1.5455 -1.1338 -0.1251 0.2002 0.0756 0.21
H -1.0515 0.7818 -1.6552 -0.0697 -0.1348 0.2064 0.19
H -1.0899 2.3413 0.0102 -0.0318 -0.1171 0.1995 0.37
H -1.2830 -0.5102 2.0716 0.2324 0.0511 -0.1719 0.24
H -0.1244 -1.5245 1.1754 -0.0031 0.1767 0.1009 0.22
H 0.4639 -0.2461 2.2633 -0.2174 -0.0562 -0.0805 0.21
H 3.0443 -0.2113 0.8945 0.7928 0.9912 -0.6468 0.16
H 3.4848 -1.3452 -1.6030 0.0104 0.4509 -0.2139 0.50
```
Forces are in eV/Å.

The total energy comes out at -13458.056 eV. The energy relative to the best compared isomer or geometry (same formula, charge and spin) is 1.885 eV. The LUMO energy is 0.53 eV. As for the highest occupied orbital energy: -0.3499 Eh. The gap between HOMO and LUMO is 10.054 eV.

[3]
C2H4OS2 | ωB97M-V with the def2-TZVPD basis set

The geometry in XYZ format:
```
9
Properties=species:S:1:pos:R:3:forces:R:3:nbo_charge:R:1
C -1.3288 0.2932 -0.6620 -0.8046 -0.8052 -0.7844 -0.37
C -0.3809 -0.3920 -0.0428 -3.0014 -5.4038 1.5388 -0.46
O 1.1923 1.5780 0.0637 0.0129 0.6544 0.9194 -0.92
S 2.5379 -0.8928 -0.2497 0.2036 -0.3776 0.4327 -0.40
S 1.1537 0.1904 0.4500 -0.3095 -0.7054 1.0000 1.40
H -2.3793 -0.0516 -1.0276 2.2522 0.4330 1.0446 0.25
H -0.9766 1.2604 -0.9613 -0.3145 0.6954 -0.2200 0.23
H -0.6269 -1.8234 0.5272 0.8559 4.4689 -1.8521 0.22
H 0.8086 -0.1622 1.9024 1.1054 1.0405 -2.0790 0.05
```
Forces are in eV/Å.

The total energy comes out at -25851.955 eV. The energy relative to the best compared isomer or geometry (same formula, charge and spin) is 4.541 eV. The LUMO energy is -0.06 eV. As for the highest occupied orbital energy: -0.3538 Eh. The gap between HOMO and LUMO is 9.564 eV.

[4]
C39H68Cl3GeN2O3S5SbSi3Ti | ωB97M-V with the def2-TZVPD basis set

The geometry in XYZ format:
```
126
Properties=species:S:1:pos:R:3:forces:R:3:mulliken_charge:R:1
Ti 0.1779 0.4603 2.1841 -0.1346 -0.1729 -0.4022 0.07
S -2.0356 6.4164 6.0720 -0.0257 0.0192 -0.0328 -0.24
C -1.5307 5.0981 5.2436 0.0605 -0.0512 0.0865 0.13
S -0.0758 5.0563 4.2980 -0.0199 -0.0036 -0.0230 -0.01
C -0.2062 3.3994 3.7643 0.0380 0.0211 -0.0662 -0.53
C -1.2757 2.7169 4.1987 -0.0579 -0.0163 -0.0129 0.15
S -1.5799 1.0672 3.7215 0.0317 0.0909 0.0408 -0.37
S -2.3676 3.5774 5.2550 -0.0142 0.0163 -0.0185 -0.12
S 0.9398 2.6830 2.6800 -0.0073 0.1610 0.0387 -0.32
Cl 7.1865 0.2112 4.5542 -0.0101 -0.0025 -0.0025 -0.23
C 5.6483 0.2052 3.7496 0.0008 0.0119 -0.0167 0.36
C 4.4876 0.1535 4.5030 0.0042 0.0002 -0.0276 -0.77
C 3.2767 0.1680 3.8382 -0.0002 -0.0188 -0.0241 1.01
Cl 1.7838 -0.0198 4.6909 0.0427 0.0064 0.1743 -0.19
C 3.1827 0.2522 2.4460 0.0336 0.0985 0.0690 -1.77
O 2.0127 0.2724 1.8394 0.0117 -0.2777 0.0801 1.32
C 4.3810 0.2329 1.7269 0.0097 0.0168 0.0133 0.56
Cl 4.2962 0.1619 0.0005 0.0023 -0.0177 -0.0140 -0.13
C 5.6082 0.2282 2.3648 0.0091 -0.0060 0.0327 -0.77
H 4.5261 0.0964 5.5810 -0.0065 -0.0010 0.0004 0.49
H 6.5220 0.2320 1.7885 -0.0058 0.0003 -0.0114 0.48
C -0.5750 -6.3587 1.6881 0.0068 -0.0104 0.0521 -0.57
C -0.3128 -6.0197 3.1511 0.0031 -0.0006 0.0093 -1.05
C -0.8395 -4.6396 3.5505 0.0089 0.0067 -0.0072 -0.45
C -0.1546 -3.4874 2.8166 -0.0330 -0.0240 -0.0363 0.84
Ge -0.9167 -1.7240 3.3378 0.0309 -0.1331 0.0115 0.29
C -2.8366 -1.9528 2.8783 0.0107 0.0556 -0.0232 -1.04
C -3.0568 -2.2546 1.3988 -0.0323 0.0235 -0.0140 2.46
C -4.4926 -2.6251 1.0268 0.0034 -0.0055 -0.0028 -0.84
C -4.9234 -3.9751 1.5881 -0.0122 -0.0018 0.0020 -1.13
H -0.2638 -7.3775 1.4509 0.0025 0.0029 0.0108 0.39
H -0.0386 -5.6861 1.0143 0.0193 -0.0211 0.0316 0.14
H -1.6430 -6.2746 1.4641 0.0069 0.0035 0.0054 0.13
H 0.7610 -6.0730 3.3558 0.0008 0.0082 -0.0024 0.34
H -0.7861 -6.7774 3.7815 0.0071 0.0011 0.0085 0.43
H -0.7254 -4.5062 4.6300 0.0049 -0.0044 0.0024 0.43
H -1.9176 -4.6153 3.3535 -0.0019 0.0038 -0.0027 0.14
H -0.2896 -3.6039 1.7386 0.0219 -0.0177 0.0161 -1.75
H 0.9227 -3.5183 3.0048 0.0115 0.0400 0.0127 0.73
H -0.8292 -1.7193 4.8831 0.0095 0.0055 -0.0032 -0.10
H -3.4021 -1.0654 3.1675 0.0184 0.0219 0.0261 0.59
H -3.1981 -2.7725 3.5039 -0.0077 0.0006 -0.0037 0.58
H -2.4003 -3.0743 1.0812 0.0205 -0.0056 -0.0170 -0.76
H -2.7532 -1.3795 0.8137 -0.0458 -0.0347 0.0740 -1.25
H -4.5845 -2.6453 -0.0647 -0.0021 0.0004 -0.0051 0.33
H -5.1710 -1.8419 1.3795 -0.0011 -0.0059 0.0081 0.47
H -4.2581 -4.7691 1.2362 0.0031 0.0008 0.0110 0.12
H -5.9385 -4.2301 1.2816 0.0017 -0.0020 -0.0007 0.40
H -4.8972 -3.9837 2.6784 -0.0019 0.0006 -0.0028 0.34
C -2.9037 1.2405 -0.8354 -0.0458 0.0398 0.0406 -1.17
C -1.9669 1.6363 0.2605 -0.0930 -0.3536 -0.3437 0.25
C -2.1350 2.9866 0.8317 0.0176 0.0491 0.0367 -0.64
O -1.1265 0.8073 0.6264 -0.0342 0.3064 0.2247 2.07
H -3.9252 1.5085 -0.5588 0.0095 0.0219 -0.0199 0.48
H -2.8423 0.1813 -1.0679 0.0133 0.0007 -0.0031 0.00
H -2.6485 1.8165 -1.7279 0.0331 0.0157 -0.0361 0.05
H -2.4037 3.6825 0.0358 -0.0272 0.0152 0.0277 0.48
H -1.2527 3.3203 1.3655 0.0861 -0.0200 0.0646 -0.58
H -2.9812 2.9328 1.5265 0.0234 -0.0126 0.0542 0.42
C -0.7780 6.2100 -0.4746 0.0050 -0.0104 -0.0053 -0.95
Si -0.1707 5.2751 -1.9961 -0.0130 -0.0018 -0.0088 0.75
C 0.7786 6.4548 -3.1070 0.0170 0.0227 0.0105 -1.07
C -1.6729 4.7082 -2.9822 0.0265 0.0210 -0.0163 -1.05
Sb 1.1402 3.2255 -1.2000 -0.0683 0.0722 0.0117 -1.02
Si 3.2801 4.5459 -0.6917 0.0223 -0.0095 0.0264 0.67
C 4.3399 3.6121 0.5371 -0.0157 -0.0210 -0.0129 -0.74
C 2.7781 6.1501 0.1421 -0.0237 0.0008 0.0048 -0.96
C 4.2873 4.8881 -2.2374 0.0044 -0.0012 0.0009 -1.21
Si 1.5141 2.0997 -3.4580 0.0356 -0.0304 -0.0094 0.36
C 2.7974 0.7583 -3.1806 0.0009 -0.0025 -0.0068 -0.53
C -0.1198 1.2700 -3.8646 -0.0130 -0.0066 0.0357 -0.57
C 2.0210 3.2109 -4.8823 0.0032 0.0103 0.0085 -1.02
H -1.7494 6.6720 -0.6711 0.0059 0.0035 -0.0107 0.43
H -0.0860 7.0066 -0.1994 0.0243 0.0030 -0.0006 0.40
H -0.8809 5.5624 0.3976 -0.0093 0.0129 -0.0075 0.07
H 0.1341 7.2946 -3.3836 0.0005 -0.0014 -0.0033 0.41
H 1.1027 5.9617 -4.0248 0.0015 -0.0041 -0.0018 0.20
H 1.6634 6.8634 -2.6164 -0.0263 -0.0111 -0.0259 0.25
H -2.3216 5.5655 -3.1825 0.0050 0.0041 -0.0107 0.46
H -2.2669 3.9647 -2.4494 -0.0298 -0.0413 0.0262 0.17
H -1.3820 4.2787 -3.9433 0.0003 -0.0007 0.0219 0.26
H 3.7314 3.1791 1.3344 0.0108 0.0036 0.0018 -0.01
H 5.0525 4.3031 0.9963 0.0081 0.0110 -0.0123 0.44
H 4.9037 2.8116 0.0580 -0.0140 0.0058 0.0103 0.23
H 2.1374 5.9438 1.0030 0.0012 0.0098 0.0030 0.18
H 2.2502 6.8375 -0.5192 0.0093 -0.0194 0.0238 0.25
H 3.6741 6.6588 0.5085 0.0044 -0.0003 -0.0003 0.44
H 4.4842 3.9635 -2.7846 0.0179 0.0009 0.0154 0.27
H 5.2516 5.3263 -1.9647 -0.0064 0.0201 -0.0053 0.43
H 3.7775 5.5773 -2.9127 -0.0139 -0.0084 -0.0057 0.29
H 2.4985 0.1345 -2.3337 0.0113 0.0020 -0.0217 -0.24
H 3.7853 1.1714 -2.9636 -0.0100 0.0092 0.0127 0.28
H 2.8837 0.1170 -4.0618 -0.0023 0.0067 -0.0103 0.44
H -0.4244 0.6150 -3.0451 -0.0399 -0.0016 0.0207 -0.20
H -0.0387 0.6339 -4.7494 0.0193 0.0438 -0.0402 0.40
H -0.9140 2.0012 -4.0399 0.0337 -0.0573 0.0121 0.32
H 2.8955 3.8169 -4.6409 -0.0075 -0.0144 -0.0038 0.27
H 1.2078 3.8862 -5.1560 -0.0017 0.0031 0.0013 0.24
H 2.2579 2.6041 -5.7607 -0.0016 -0.0030 -0.0051 0.40
C -1.4362 -6.4283 -1.6582 -0.0011 -0.0162 0.0070 -1.34
C -1.9490 -5.0472 -1.2812 0.0195 0.0171 -0.0660 1.17
N -1.9275 -4.1130 -2.4025 0.0063 0.0493 -0.0096 0.57
C -2.8947 -4.3260 -3.4801 0.0123 -0.0129 -0.0173 -0.84
C -2.2444 -4.8069 -4.7691 -0.0067 -0.0020 -0.0019 -1.19
C -1.1799 -2.9839 -2.4654 -0.0957 -0.0352 0.1638 -0.31
O -1.3148 -2.1559 -3.3534 0.0109 0.1037 -0.0247 -0.68
C -0.1639 -2.7574 -1.3787 0.0375 -0.1231 -0.1148 0.94
C 0.9943 -3.5109 -1.2696 -0.0116 0.0145 0.0985 0.05
C 1.8851 -3.1937 -0.2580 -0.0119 -0.0137 -0.0276 -1.77
C 1.5785 -2.1594 0.6084 0.0393 0.0375 -0.0109 -1.01
N 0.4754 -1.4104 0.5007 0.0906 -0.0360 -0.0640 1.96
C -0.3575 -1.7105 -0.4954 -0.0940 0.1501 0.0598 -1.42
H -1.4895 -7.0973 -0.7999 -0.0097 -0.0033 -0.0203 0.41
H -0.3971 -6.3778 -1.9880 -0.0022 -0.0031 -0.0084 0.20
H -2.0278 -6.8650 -2.4640 0.0041 0.0073 -0.0001 0.43
H -1.3589 -4.6371 -0.4652 -0.0093 0.0296 -0.0340 -1.32
H -2.9795 -5.1139 -0.9176 0.0021 -0.0024 -0.0039 0.23
H -3.4206 -3.3871 -3.6586 0.0078 0.0003 -0.0021 0.43
H -3.6206 -5.0556 -3.1188 0.0003 0.0011 0.0046 0.48
H -1.5300 -4.0673 -5.1267 0.0012 0.0010 0.0004 0.29
H -3.0004 -4.9526 -5.5417 -0.0020 -0.0009 0.0045 0.42
H -1.7243 -5.7534 -4.6163 0.0006 0.0009 -0.0065 0.27
H 1.1889 -4.3246 -1.9578 0.0148 -0.0049 0.0063 0.58
H 2.8064 -3.7430 -0.1238 -0.0018 -0.0046 -0.0038 0.60
H 2.2460 -1.9254 1.4242 -0.0299 0.0140 -0.0195 0.80
H -1.2329 -1.0874 -0.5896 0.0578 -0.0339 -0.0229 -0.37
```
Forces are in eV/Å.

The total energy comes out at -252221.233 eV. The energy relative to the best compared isomer or geometry (same formula, charge and spin) is 0.687 eV. The LUMO energy is -0.68 eV. As for the highest occupied orbital energy: -0.2578 Eh. The gap between HOMO and LUMO is 6.334 eV.

Among the records above, which one has the lowest energy relative to the best compared isomer or geometry (same formula, charge and spin)?
C16H13Au2Cl2O3P